{
  "formula": "C4H5NO",
  "method": "wB97M-V/def2-TZVPD",
  "smiles": "C=CCOC#N",
  "energy_ha": -285.32256,
  "orbital_gap_ev": 11.05,
  "homo_ev": -10.2,
  "max_force_ev_per_a": 1.5,
  "symbols": ["C", "C", "C", "O", "C", "N", "H", "H", "H", "H", "H"],
  "positions_angstrom": [[0.4238, 1.2525, -0.2614], [0.6571, 0.0585, -0.8147], [0.5090, -1.1297, 0.0693], [-0.9640, -1.1447, 0.1884], [-1.4445, -0.0631, 0.7215], [-2.0290, 0.7720, 1.2785], [0.6519, 1.4474, 0.7809], [-0.0106, 2.0756, -0.8156], [0.5121, -0.1307, -1.8751], [0.7683, -2.1056, -0.3500], [0.9260, -1.0320, 1.0781]],
  "lowdin_charge": [0.00, -0.15, -0.13, -0.01, -0.41, 0.18, 0.08, 0.08, 0.11, 0.12, 0.13]
}

{
  "formula": "C5H10N3O2",
  "method": "wB97M-V/def2-TZVPD",
  "charge": 1,
  "smiles": "Cc1c(=O)o[nH][n+]1N(C)C",
  "energy_ha": -510.79994,
  "orbital_gap_ev": [8.21, 8.21],
  "homo_ev": [-13.6, -13.6],
  "max_force_ev_per_a": 6.1,
  "symbols": ["C", "C", "C", "O", "O", "N", "N", "N", "C", "C", "H", "H", "H", "H", "H", "H", "H", "H", "H", "H"],
  "positions_angstrom": [[0.8437, 0.5992, 2.0635], [0.6596, -0.5721, 1.1918], [1.2805, -1.8943, 1.2881], [1.9728, -2.3140, 2.1307], [0.8555, -2.6121, 0.1639], [-0.1265, -1.8722, -0.5232], [-0.0861, -0.5933, -0.0944], [-0.6886, 0.3555, -0.8206], [-0.2713, 1.7400, -0.6357], [-1.5258, -0.0266, -1.9057], [1.6110, 1.4020, 1.5371], [1.2469, 0.1247, 2.9992], [-0.0501, 1.0681, 2.4774], [0.0163, -1.9254, -1.6121], [-0.9638, 2.5134, -1.0672], [-0.2821, 2.1438, 0.4804], [0.6110, 2.0722, -1.0148], [-0.9454, 0.0123, -2.7567], [-1.9514, -0.9635, -1.9740], [-2.2062, 0.7421, -1.9279]],
  "lowdin_charge": [-0.03, -0.03, -0.42, 0.22, 0.11, 0.08, 0.01, -0.12, 0.00, 0.01, 0.17, 0.11, 0.09, 0.23, 0.13, 0.13, 0.06, 0.09, 0.09, 0.09]
}

{
  "formula": "C36H28Cl5N5OS4Ti",
  "method": "wB97M-V/def2-TZVPD",
  "energy_ha": -6480.93216,
  "orbital_gap_ev": 6.64,
  "homo_ev": -7.7,
  "max_force_ev_per_a": 0.8,
  "symbols": ["Ti", "C", "C", "N", "N", "C", "S", "S", "C", "C", "C", "C", "C", "C", "C", "C", "C", "C", "C", "C", "C", "O", "H", "H", "H", "H", "H", "H", "H", "H", "H", "H", "H", "H", "H", "H", "C", "C", "C", "C", "C", "C", "C", "C", "C", "S", "C", "N", "H", "H", "H", "H", "H", "H", "H", "H", "Cl", "C", "C", "C", "Cl", "C", "Cl", "C", "Cl", "C", "Cl", "C", "N", "C", "C", "N", "C", "S", "H", "H", "H", "H", "H", "H"],
  "positions_angstrom": [[-0.2282, -0.8497, 0.4561], [0.2410, -4.0039, 3.3143], [0.2821, -2.5237, 3.5378], [1.3625, -1.8923, 3.2944], [1.4755, -0.6160, 3.7730], [1.5802, 0.4127, 3.0447], [1.4327, 0.6784, 1.2974], [2.0162, 1.9284, 3.9223], [0.3278, 2.5586, 4.2490], [0.1688, 4.0076, 3.8909], [-0.3092, 4.3852, 2.6402], [-0.4411, 5.7268, 2.3137], [-0.0898, 6.7096, 3.2295], [0.3975, 6.3413, 4.4751], [0.5241, 4.9988, 4.8015], [-0.9069, -1.8207, 4.0785], [-1.4150, -2.0743, 5.3444], [-2.4615, -1.3157, 5.8537], [-3.0061, -0.2948, 5.0883], [-2.5324, -0.0451, 3.8059], [-1.4984, -0.8203, 3.3039], [-1.0615, -0.6634, 2.0297], [1.1039, -4.3168, 2.7281], [-0.6761, -4.3056, 2.8067], [0.2758, -4.5176, 4.2799], [0.1032, 2.3987, 5.3026], [-0.3502, 1.9351, 3.6675], [-0.5499, 3.6198, 1.9089], [-0.8130, 6.0087, 1.3378], [-0.1912, 7.7571, 2.9723], [0.6784, 7.1004, 5.1953], [0.9007, 4.7154, 5.7794], [-0.9677, -2.8565, 5.9483], [-2.8433, -1.5179, 6.8461], [-3.8086, 0.3132, 5.4878], [-2.9554, 0.7408, 3.1996], [-2.5210, 1.6449, 0.2114], [-2.7776, 0.5097, -0.7314], [-3.7930, 0.6670, -1.7045], [-4.0644, -0.3426, -2.5720], [-3.3750, -1.5726, -2.4656], [-3.6175, -2.6588, -3.3339], [-2.9176, -3.8193, -3.1700], [-1.9886, -3.9510, -2.1207], [-1.7419, -2.9228, -1.2415], [-0.6974, -3.1781, 0.1526], [-2.4096, -1.6901, -1.4547], [-2.0919, -0.6163, -0.6456], [-2.5154, 2.5896, -0.3307], [-1.5796, 1.5717, 0.7426], [-3.3365, 1.6699, 0.9383], [-4.3222, 1.6090, -1.7495], [-4.8180, -0.2236, -3.3425], [-4.3569, -2.5518, -4.1182], [-3.0820, -4.6563, -3.8371], [-1.4682, -4.8907, -1.9819], [-0.4430, 0.0268, -3.2780], [1.0280, -0.6604, -2.6310], [1.1133, -1.0656, -1.3002], [2.2910, -1.7322, -0.9723], [2.4131, -2.3631, 0.6435], [3.3511, -1.9389, -1.8434], [4.7621, -2.7824, -1.3389], [3.2536, -1.4434, -3.1388], [4.5580, -1.6358, -4.2424], [2.0820, -0.8064, -3.5329], [1.9648, -0.1872, -5.1465], [-1.3451, 5.1547, -2.2236], [-0.4325, 4.4143, -3.0679], [-0.2207, 4.6543, -4.4198], [0.6939, 3.7641, -4.8434], [1.0331, 3.0005, -3.7446], [0.3432, 3.3802, -2.6420], [0.4719, 2.7124, -1.0979], [-1.1918, 6.2236, -2.3620], [-1.1280, 4.8811, -1.1958], [-2.3788, 4.9007, -2.4597], [-0.7376, 5.4368, -4.9478], [1.1312, 3.6073, -5.8134], [1.6614, 2.2147, -3.7353]],
  "lowdin_charge": [0.67, -0.05, -0.32, 0.04, -0.02, -1.00, 0.58, 0.88, -0.41, -0.30, -0.04, -0.08, -0.10, -0.09, -0.05, -0.11, -0.01, -0.08, -0.07, -0.01, -0.28, -0.30, 0.07, 0.06, 0.09, 0.08, 0.06, 0.09, 0.09, 0.10, 0.10, 0.11, 0.12, 0.10, 0.11, 0.11, -0.05, -0.29, -0.01, 0.01, -0.18, -0.03, -0.06, -0.09, -0.56, 0.73, -0.26, 0.04, 0.07, 0.02, 0.10, 0.12, 0.13, 0.11, 0.11, 0.11, 0.73, -0.66, -0.32, -0.70, 0.71, -0.70, 0.69, -0.71, 0.68, -0.70, 0.67, -0.03, -0.13, -0.06, -0.07, 0.06, -0.79, 0.61, 0.09, 0.04, 0.09, 0.12, 0.12, 0.10]
}

{
  "formula": "C38H35Cl2N8O4Sc",
  "method": "wB97M-V/def2-TZVPD",
  "energy_ha": -3889.44779,
  "orbital_gap_ev": 7.27,
  "homo_ev": -7.1,
  "max_force_ev_per_a": 0.7,
  "symbols": ["Sc", "C", "N", "C", "C", "N", "C", "C", "C", "C", "C", "C", "N", "C", "N", "C", "C", "C", "C", "C", "C", "N", "H", "H", "H", "H", "H", "H", "H", "H", "H", "H", "H", "H", "H", "H", "H", "C", "C", "O", "N", "C", "C", "C", "C", "C", "C", "N", "H", "H", "H", "H", "H", "H", "H", "H", "H", "H", "O", "Cl", "C", "C", "C", "C", "C", "Cl", "C", "N", "C", "C", "C", "C", "C", "C", "C", "C", "O", "O", "H", "H", "H", "H", "H", "H", "H", "H", "H", "H"],
  "positions_angstrom": [[-0.5331, 0.3252, 1.7818], [-1.9789, 2.9544, 3.1455], [-1.6197, 1.5838, 3.4933], [-2.6142, 0.8347, 4.2331], [-3.5233, 0.0985, 3.2975], [-3.3662, -0.0078, 2.0131], [-4.3586, -0.8796, 1.5934], [-4.6361, -1.3466, 0.3132], [-5.6870, -2.2361, 0.1727], [-6.4498, -2.6488, 1.2742], [-6.1880, -2.1840, 2.5515], [-5.1289, -1.2955, 2.6848], [-4.5737, -0.6405, 3.7726], [-1.5382, 3.2937, 1.7521], [-1.2971, 2.4296, 0.8078], [-0.8918, 3.1868, -0.2946], [-0.4742, 2.7795, -1.5566], [-0.1133, 3.7585, -2.4571], [-0.1510, 5.1184, -2.1147], [-0.5469, 5.5374, -0.8581], [-0.9154, 4.5411, 0.0380], [-1.3280, 4.5801, 1.3674], [-1.5377, 3.6819, 3.8364], [-3.0641, 3.0697, 3.2140], [-0.6852, 1.4863, 3.9011], [-3.2038, 1.4621, 4.9143], [-2.0958, 0.0907, 4.8435], [-4.0614, -1.0337, -0.5516], [-5.9308, -2.6211, -0.8087], [-7.2647, -3.3438, 1.1206], [-6.7818, -2.4990, 3.3997], [-4.8602, -0.7120, 4.7324], [-0.3633, 1.7311, -1.7881], [0.2533, 3.4677, -3.4345], [0.1548, 5.8555, -2.8457], [-0.5589, 6.5846, -0.5857], [-1.3873, 5.3904, 1.9572], [-1.9201, -3.9242, 3.2741], [-1.1207, -2.8636, 2.5615], [-1.2687, -1.6733, 2.8190], [-0.2242, -3.3063, 1.6596], [0.5672, -2.4144, 0.8171], [-0.2118, -1.9821, -0.3983], [-0.1398, -2.6993, -1.5853], [-0.9010, -2.2861, -2.6642], [-1.7005, -1.1616, -2.5232], [-1.7068, -0.4993, -1.3091], [-0.9775, -0.8982, -0.2675], [-2.6215, -3.4409, 3.9478], [-1.2613, -4.5811, 3.8426], [-2.4750, -4.5306, 2.5566], [-0.2489, -4.2825, 1.4176], [1.4500, -2.9608, 0.4946], [0.9433, -1.5631, 1.3997], [0.5242, -3.5509, -1.6591], [-0.8559, -2.8160, -3.6063], [-2.2942, -0.7914, -3.3476], [-2.2962, 0.3970, -1.1475], [0.7022, 0.2961, 3.0354], [1.8124, 0.2947, -3.3336], [3.3387, 0.6626, -4.0678], [3.4038, 0.7594, -5.4471], [4.6118, 1.0734, -6.0484], [5.7402, 1.2886, -5.2771], [5.6530, 1.1827, -3.8975], [7.0804, 1.4396, -2.9527], [4.4574, 0.8666, -3.2513], [4.3940, 0.7824, -1.8465], [4.2847, -0.4528, -1.2080], [4.7173, -1.6175, -1.8457], [4.6861, -2.8411, -1.1964], [4.2475, -2.9230, 0.1159], [3.8201, -1.7627, 0.7509], [3.7997, -0.5277, 0.1181], [3.2801, 0.6810, 0.8647], [2.0988, 1.3528, 0.1473], [2.3164, 2.3793, -0.5123], [0.9617, 0.7970, 0.2675], [2.5111, 0.5946, -6.0341], [4.6727, 1.1531, -7.1256], [6.6896, 1.5363, -5.7299], [3.8927, 1.5632, -1.4119], [5.0948, -1.5569, -2.8595], [5.0337, -3.7260, -1.7152], [4.2544, -3.8681, 0.6449], [3.4928, -1.8031, 1.7832], [4.0658, 1.4318, 0.9822], [2.9257, 0.3790, 1.8527]],
  "lowdin_charge": [0.76, -0.10, -0.12, -0.13, -0.32, 0.16, -0.21, 0.00, -0.09, -0.10, -0.02, -0.19, 0.17, -0.29, 0.13, -0.20, -0.03, -0.08, -0.08, -0.02, -0.18, 0.17, 0.13, 0.13, 0.09, 0.13, 0.14, 0.09, 0.10, 0.10, 0.11, 0.16, 0.07, 0.10, 0.10, 0.11, 0.16, 0.02, -0.48, 0.00, 0.10, -0.10, -0.24, 0.00, -0.06, -0.05, -0.14, 0.07, 0.08, 0.09, 0.09, 0.15, 0.12, 0.09, 0.12, 0.11, 0.11, 0.11, -0.52, 0.78, -0.56, -0.11, -0.08, -0.11, -0.59, 0.70, -0.31, 0.06, -0.21, -0.03, -0.10, -0.12, -0.07, -0.14, -0.04, -0.62, 0.00, -0.13, 0.10, 0.11, 0.10, 0.11, 0.11, 0.10, 0.09, 0.12, 0.13, 0.10]
}

{
  "formula": "C2H7NO",
  "method": "wB97M-V/def2-TZVPD",
  "charge": 1,
  "s_squared": 0.75,
  "spin_multiplicity": 2,
  "energy_ha": -210.05392,
  "orbital_gap_ev": [13.16, 9.00],
  "homo_ev": [-16.7, -17.0],
  "max_force_ev_per_a": 2.6,
  "symbols": ["O", "H", "C", "C", "N", "H", "H", "H", "H", "H", "H"],
  "positions_angstrom": [[0.1737, -0.1780, -1.4604], [0.0258, 0.5999, -1.9984], [0.9421, 0.4177, 1.1607], [-0.7811, -0.3791, -0.4987], [-0.3937, 0.0434, 0.8121], [1.5292, -0.3623, 1.6575], [0.9787, 1.4103, 1.5905], [1.5360, 0.4723, 0.2334], [-0.9394, -1.4982, -0.4296], [-1.7286, 0.1082, -0.7648], [-1.0189, 0.0285, 1.6185]],
  "mulliken_spin": [0.00, 0.00, 0.00, 0.02, 0.80, 0.06, 0.04, 0.00, 0.07, 0.04, -0.03]
}

{
  "formula": "C5H21N2O6",
  "method": "wB97M-V/def2-TZVPD",
  "charge": 1,
  "energy_ha": -763.81883,
  "orbital_gap_ev": 11.06,
  "homo_ev": -13.8,
  "max_force_ev_per_a": 3.5,
  "symbols": ["O", "C", "C", "C", "C", "N", "C", "N", "H", "H", "H", "H", "H", "H", "H", "H", "H", "H", "H", "H", "H", "O", "H", "H", "O", "H", "H", "O", "H", "H", "O", "H", "H", "O"],
  "positions_angstrom": [[-1.9049, 1.4209, 1.2057], [-1.6834, 1.4253, 2.3961], [-0.6352, 0.5697, 3.0913], [-0.5431, -0.7916, 2.5069], [0.0119, -1.0208, 1.0978], [-0.1064, -2.5901, -1.3846], [-1.0348, -1.6576, -1.0910], [-1.0476, -1.1024, 0.1017], [-2.2998, 2.1195, 3.0359], [0.3336, 1.0369, 3.3128], [-1.1120, 0.5091, 4.0880], [-0.2034, -1.6368, 3.1402], [-1.5958, -1.1845, 2.5138], [0.4659, -2.0171, 1.1219], [0.9042, -0.4009, 0.9272], [0.7932, -2.4222, -0.9438], [-0.1395, -2.7592, -2.3774], [-1.7412, -1.2677, -1.8154], [-1.5752, -0.2298, 0.1709], [4.5714, 1.0672, 0.2661], [3.6453, 1.3989, -0.8935], [4.0541, 0.6490, -0.4308], [-2.6518, 1.6407, -1.3029], [-1.6905, 2.1517, -2.3471], [-2.1308, 1.3429, -2.0616], [0.9693, 2.8659, -0.6376], [0.3043, 1.5246, -0.2435], [1.1344, 1.9229, -0.5397], [2.1724, -0.3166, -1.5554], [2.7811, -0.5967, -0.1900], [2.0674, -0.9223, -0.8038], [0.0610, -0.1073, -3.5883], [-1.4509, 0.0126, -3.3682], [-0.7233, -0.6341, -3.4018]],
  "lowdin_charge": [0.02, -0.20, -0.15, -0.19, -0.18, 0.18, -0.12, 0.08, 0.15, 0.14, 0.13, 0.13, 0.14, 0.12, 0.11, 0.08, 0.12, 0.13, 0.10, 0.07, 0.06, -0.05, 0.05, 0.07, -0.04, 0.05, 0.01, -0.05, 0.05, 0.05, -0.10, 0.06, 0.03, -0.07]
}

Table of molecular weight (g/mol), in record order: 83.090 144.154 900.054 783.612 61.084 205.231
Table of energy above the lowest of the compared OMol25 structures with the same formula, charge and spin (kJ/mol), in record order: 241.6 635.2 187.5 70.7 63.0 98.9